Record 1
Formula: C50H121N7O2
Source: the Open Molecules 2025 dataset
Level of theory: ωB97M-V/def2-TZVPD

## Properties
SMILES string: CCN(CC)CC.CCN(CC)CC.CCN(CC)CC.CCN(CC)CC.CCN(CC)CC.CCN(CC)CC.CCN(CC)CC.C1CCOC1.C1CCOC1
HOMO level in eV: -7.92
Net charge: 0
Relative energy (zero: lowest compared OMol25 entry of this formula, charge and spin) in kcal per mole: 48.85
DFT total energy in eV: -68333.6227

```
180
C50H121N7O2 ωB97M-V/def2-TZVPD
C -1.355 0.614 -0.991
C -1.988 0.539 0.379
C -0.763 0.324 1.267
O 0.090 -0.509 0.552
C -0.220 -0.429 -0.857
H -0.950 1.606 -1.188
H -2.050 0.208 -1.726
H -2.660 -0.318 0.408
H -2.527 1.446 0.653
H -1.003 -0.044 2.265
H -0.289 1.291 1.437
H -0.645 -1.370 -1.205
H 0.645 -0.137 -1.451
C 2.335 2.727 -1.187
C 2.002 3.935 -2.014
C 2.072 3.403 -3.472
O 2.314 2.042 -3.369
C 3.028 1.827 -2.145
H 1.404 2.253 -0.877
H 2.882 2.915 -0.262
H 2.780 4.678 -1.844
H 1.017 4.333 -1.770
H 2.946 3.853 -3.945
H 1.161 3.562 -4.049
H 4.109 1.915 -2.246
H 2.911 0.779 -1.871
C 4.275 -0.269 -5.370
C 3.101 -0.740 -4.589
N 2.513 -2.051 -5.013
C 1.205 -2.301 -4.336
C 0.060 -1.296 -4.497
C 3.403 -3.166 -4.615
C 2.983 -4.590 -5.103
H 5.089 -0.989 -5.282
H 4.700 0.613 -4.893
H 4.027 -0.193 -6.429
H 3.308 -0.830 -3.523
H 2.391 0.057 -4.811
H 1.395 -2.391 -3.266
H 0.855 -3.279 -4.665
H -0.848 -1.635 -3.999
H -0.123 -0.974 -5.522
H 0.402 -0.378 -4.019
H 4.401 -3.106 -5.049
H 3.507 -3.153 -3.530
H 2.568 -4.635 -6.110
H 3.842 -5.259 -5.063
H 2.234 -5.125 -4.518
C -6.321 0.372 0.405
C -6.045 1.858 0.366
N -6.745 2.582 1.470
C -6.262 2.266 2.816
C -4.770 2.570 2.864
C -8.180 2.702 1.406
C -8.571 3.674 0.297
H -6.136 -0.106 1.367
H -5.666 -0.177 -0.272
H -7.340 0.182 0.067
H -4.968 2.010 0.425
H -6.322 2.299 -0.591
H -6.848 2.826 3.544
H -6.445 1.209 3.009
H -4.448 3.511 2.419
H -4.513 2.571 3.923
H -4.150 1.759 2.483
H -8.617 3.049 2.342
H -8.655 1.738 1.225
H -8.280 3.356 -0.704
H -8.094 4.626 0.532
H -9.645 3.860 0.288
C -0.141 4.480 1.720
C -0.522 4.004 3.123
N 0.151 2.736 3.521
C -0.255 2.360 4.908
C -1.725 1.984 5.034
C 1.574 3.005 3.507
C 2.310 1.693 3.206
H 0.105 3.655 1.052
H 0.676 5.199 1.671
H -0.987 4.906 1.181
H -0.269 4.821 3.799
H -1.598 3.835 3.167
H 0.402 1.608 5.344
H -0.005 3.172 5.591
H -2.208 1.450 4.215
H -1.807 1.259 5.844
H -2.377 2.849 5.151
H 1.837 3.511 4.435
H 1.941 3.647 2.706
H 2.123 0.966 3.996
H 3.391 1.830 3.167
H 2.052 1.259 2.240
C -2.412 -7.091 -0.599
C -1.848 -6.112 0.437
N -1.004 -5.027 -0.172
C -0.711 -3.948 0.780
C -1.980 -3.115 1.074
C 0.253 -5.579 -0.720
C 1.058 -4.542 -1.480
H -3.129 -6.554 -1.220
H -2.968 -7.893 -0.114
H -1.674 -7.484 -1.297
H -2.549 -5.678 1.149
H -1.141 -6.707 1.015
H -0.194 -4.354 1.650
H 0.023 -3.213 0.448
H -2.761 -3.681 1.581
H -1.689 -2.291 1.727
H -2.456 -2.774 0.155
H -0.032 -6.326 -1.461
H 0.907 -6.034 0.024
H 1.705 -5.029 -2.209
H 1.576 -3.884 -0.782
H 0.429 -3.857 -2.049
C 2.968 -1.379 7.470
C 2.136 -0.916 6.310
N 1.136 -1.870 5.942
C 0.044 -1.917 6.891
C -0.667 -3.255 6.964
C 0.553 -1.610 4.614
C 1.460 -1.903 3.452
H 2.391 -1.910 8.228
H 3.475 -0.526 7.920
H 3.729 -2.062 7.093
H 1.674 0.037 6.568
H 2.790 -0.726 5.459
H -0.684 -1.112 6.791
H 0.391 -1.659 7.892
H -1.299 -3.308 7.851
H 0.054 -4.063 7.088
H -1.195 -3.479 6.038
H -0.262 -2.325 4.493
H 0.229 -0.570 4.572
H 1.691 -2.967 3.409
H 0.869 -1.629 2.577
H 2.420 -1.398 3.557
C -3.541 5.044 -2.666
C -2.568 4.077 -3.311
N -2.368 4.386 -4.746
C -1.522 5.567 -4.924
C -1.481 6.093 -6.336
C -1.773 3.267 -5.535
C -2.543 1.919 -5.413
H -3.668 4.914 -1.591
H -4.520 4.934 -3.132
H -3.304 6.106 -2.738
H -1.597 3.944 -2.834
H -2.947 3.070 -3.135
H -1.815 6.364 -4.242
H -0.518 5.225 -4.669
H -1.125 5.315 -7.011
H -2.461 6.434 -6.669
H -0.758 6.908 -6.380
H -0.709 3.149 -5.329
H -1.959 3.401 -6.600
H -2.460 1.490 -4.414
H -2.198 1.108 -6.054
H -3.619 2.013 -5.559
C 3.658 -0.449 0.736
C 3.860 -1.855 0.088
N 5.233 -2.269 0.340
C 5.290 -3.741 0.573
C 4.936 -4.542 -0.723
C 6.213 -1.675 -0.492
C 7.609 -1.856 -0.078
H 3.741 -0.465 1.823
H 2.671 -0.086 0.447
H 4.426 0.254 0.415
H 3.158 -2.591 0.481
H 3.631 -1.747 -0.972
H 6.258 -4.076 0.945
H 4.609 -3.941 1.399
H 5.661 -4.392 -1.523
H 4.759 -5.605 -0.558
H 4.000 -4.251 -1.201
H 6.093 -0.604 -0.658
H 6.103 -2.123 -1.479
H 8.323 -1.300 -0.687
H 7.955 -2.883 -0.194
H 7.776 -1.529 0.948
```

=====

Record 2
Formula: C50H139N11O14
Source: the Open Molecules 2025 dataset
Level of theory: ωB97M-V/def2-TZVPD

## Properties
HOMO level (spin up / spin down) in eV: -10.13 / -10.13
Multiplicity: 2
Net charge: +1
Relative energy (zero: lowest compared OMol25 entry of this formula, charge and spin) in kcal per mole: 71.35
DFT total energy in eV: -99140.0730

```
214
C50H139N11O14 ωB97M-V/def2-TZVPD
C -4.571 6.716 -3.412
C -4.969 6.385 -1.918
C -3.749 5.638 -1.255
O -3.264 4.603 -2.063
C -3.972 3.427 -1.941
N -5.203 7.600 -1.249
H -5.098 7.548 -3.877
H -4.687 5.809 -4.004
H -3.500 6.915 -3.463
H -5.842 5.744 -1.796
H -3.981 5.337 -0.233
H -2.988 6.417 -1.274
H -3.873 2.864 -1.013
H -3.724 2.694 -2.710
H -5.025 3.696 -2.022
H -5.336 7.372 -0.274
H -6.067 8.045 -1.525
C 0.128 5.534 -3.220
C -0.348 4.637 -4.372
C 0.854 3.934 -5.083
O 1.652 4.959 -5.572
C 2.863 4.549 -6.204
N -1.317 3.738 -3.836
H 0.687 4.952 -2.487
H -0.713 6.030 -2.736
H 0.797 6.307 -3.598
H -0.846 5.295 -5.085
H 0.533 3.345 -5.942
H 1.379 3.311 -4.359
H 3.306 5.438 -6.653
H 2.774 3.900 -7.074
H 3.531 4.174 -5.428
H -1.145 2.967 -3.207
H -2.085 4.216 -3.386
C -1.834 -3.330 -5.117
C -2.542 -2.027 -5.406
C -1.747 -0.723 -5.395
O -0.991 -0.585 -4.164
C -0.004 0.387 -4.242
N -3.242 -2.162 -6.670
H -1.258 -3.064 -4.231
H -1.205 -3.778 -5.886
H -2.503 -4.150 -4.854
H -3.344 -1.925 -4.676
H -2.334 0.181 -5.560
H -1.053 -0.838 -6.228
H 0.962 -0.043 -4.507
H 0.191 0.869 -3.284
H -0.349 1.284 -4.756
H -3.691 -1.266 -6.797
H -2.583 -2.352 -7.412
C -0.765 1.781 0.347
C -1.071 0.308 0.707
C -0.280 -0.754 -0.053
O 1.114 -0.694 0.229
C 1.784 -1.754 -0.353
N -1.073 0.167 2.128
H -0.637 1.745 -0.735
H 0.109 2.212 0.834
H -1.505 2.558 0.536
H -2.088 0.016 0.445
H -0.518 -0.583 -1.102
H -0.614 -1.752 0.231
H 1.758 -1.786 -1.443
H 1.552 -2.742 0.044
H 2.824 -1.574 -0.083
H -0.675 -0.693 2.478
H -0.305 0.776 2.372
C 1.071 -5.721 1.237
C 1.530 -6.345 2.532
C 1.839 -7.905 2.545
O 0.558 -8.586 2.355
C 0.618 -9.971 2.117
N 2.687 -5.609 3.001
H 0.377 -4.882 1.201
H 0.563 -6.526 0.706
H 1.789 -5.450 0.462
H 0.713 -6.381 3.253
H 2.314 -8.262 3.459
H 2.575 -8.043 1.753
H -0.439 -10.171 1.940
H 0.941 -10.586 2.957
H 1.212 -10.269 1.253
H 3.068 -5.199 2.160
H 3.353 -6.291 3.335
C -1.256 0.336 5.825
C -1.241 1.797 5.462
C -2.287 2.605 6.264
O -2.129 3.969 5.887
C -3.382 4.717 5.985
N 0.119 2.318 5.845
H -0.551 -0.155 5.153
H -2.236 -0.130 5.727
H -0.727 0.204 6.769
H -1.250 1.847 4.373
H -1.949 2.506 7.296
H -3.302 2.244 6.099
H -3.833 4.540 6.962
H -4.093 4.363 5.239
H -3.246 5.793 5.875
H 0.738 2.000 5.112
H 0.191 3.315 5.987
C -1.642 5.211 2.758
C -1.117 6.106 1.584
C -0.039 7.095 2.144
O 0.442 8.094 1.167
C 1.270 9.104 1.693
N -0.418 5.270 0.583
H -2.076 5.887 3.495
H -0.880 4.840 3.444
H -2.265 4.398 2.387
H -2.039 6.530 1.187
H 0.754 6.474 2.563
H -0.626 7.601 2.911
H 2.141 8.620 2.134
H 0.769 9.689 2.465
H 1.423 9.767 0.840
H -0.126 5.880 -0.167
H -1.094 4.794 0.004
C 6.906 -5.912 -1.853
C 5.561 -5.538 -1.266
C 5.698 -4.288 -0.317
O 4.593 -4.220 0.528
C 4.712 -3.225 1.523
N 4.654 -5.485 -2.451
H 7.313 -5.095 -2.449
H 6.875 -6.706 -2.599
H 7.709 -6.130 -1.148
H 5.294 -6.317 -0.551
H 5.762 -3.416 -0.968
H 6.592 -4.434 0.289
H 3.749 -2.916 1.929
H 5.051 -2.309 1.038
H 5.288 -3.541 2.393
H 5.122 -5.139 -3.277
H 4.094 -4.703 -2.141
C 2.469 -2.938 -7.183
C 2.917 -4.364 -6.938
C 2.216 -4.823 -5.573
O 2.262 -3.757 -4.599
C 1.660 -4.052 -3.368
N 2.546 -5.243 -8.076
H 1.394 -2.769 -7.118
H 2.842 -2.646 -8.165
H 2.897 -2.266 -6.439
H 3.972 -4.512 -6.706
H 2.830 -5.628 -5.169
H 1.215 -5.195 -5.791
H 1.622 -5.129 -3.200
H 0.676 -3.589 -3.438
H 2.233 -3.597 -2.560
H 2.707 -4.771 -8.955
H 1.539 -5.322 -8.062
C 4.629 0.947 -0.252
C 5.526 0.641 0.934
C 6.696 1.572 1.078
O 7.634 0.960 1.976
C 8.853 1.691 2.233
N 4.702 0.773 2.080
H 3.936 1.785 -0.170
H 3.724 0.348 -0.357
H 5.171 1.110 -1.183
H 5.978 -0.351 0.921
H 6.421 2.592 1.346
H 7.106 1.531 0.069
H 9.371 2.180 1.409
H 9.474 0.892 2.638
H 8.767 2.321 3.119
H 4.091 1.577 2.069
H 4.057 -0.003 2.026
C -5.723 2.056 3.172
C -4.457 1.178 3.504
C -4.866 0.078 4.510
O -4.980 0.637 5.828
C -5.399 -0.183 6.816
N -4.084 0.582 2.231
H -6.611 1.525 2.829
H -5.555 2.804 2.398
H -6.030 2.606 4.062
H -3.588 1.764 3.802
H -4.247 -0.817 4.572
H -5.854 -0.284 4.226
H -5.039 0.257 7.746
H -4.927 -1.159 6.924
H -6.487 -0.139 6.770
H -3.131 0.301 2.412
H -4.624 -0.227 1.957
C 2.556 -1.534 4.216
C 1.896 -2.876 4.658
O 1.282 -3.330 3.482
H 3.504 -1.732 3.716
H 2.873 -1.075 5.153
H 1.851 -1.048 3.543
H 1.080 -2.679 5.353
H 2.610 -3.639 4.967
H 1.850 -4.070 3.254
C -3.797 -3.447 2.444
C -2.275 -3.454 2.323
O -1.631 -3.704 3.543
H -4.370 -3.242 1.540
H -4.272 -2.890 3.251
H -4.208 -4.414 2.736
H -2.028 -2.437 2.018
H -1.904 -4.088 1.517
H -0.671 -3.683 3.540
C -5.330 0.003 -1.944
C -4.376 -1.163 -1.528
O -5.057 -2.080 -0.696
H -5.794 0.351 -1.021
H -6.243 -0.328 -2.438
H -4.824 0.751 -2.554
H -3.455 -0.976 -0.975
H -4.017 -1.604 -2.458
H -5.849 -2.419 -1.121
```

=====

> Which value of DFT total energy does entry 1 give?

-68333.6227 eV

=====

> Among the records above, which one has the highest relative energy (zero: lowest compared OMol25 entry of this formula, charge and spin)?

C50H139N11O14

=====

> Which value of net charge does entry 2 give?

+1